(1)
72
Properties=species:S:1:pos:R:3:lowdin_charge:R:1 method="wB97M-V/def2-TZVPD" fmax_ha_per_bohr=0.04790 spin_multiplicity=1 total_energy_ev=-57129.3713 charge=-1 orbital_gap_ev=9.06 e_lumo_ev=2.5
Cl -1.03317 1.53083 0.48604 0.63
O 0.27080 0.89219 0.39861 -0.39
O -1.75827 1.17390 -0.67975 -0.34
O -1.69755 1.03045 1.67456 -0.38
O -0.89859 2.95669 0.56050 -0.34
O -4.41654 2.45943 5.95874 0.01
C -4.10207 1.95699 4.88863 -0.60
N -3.07278 2.38414 4.13196 0.17
C -4.91389 0.84937 4.23850 -0.01
H -2.62618 3.23804 4.42565 0.11
H -2.66270 1.85208 3.38399 0.06
H -5.37570 0.23753 5.01135 0.08
H -4.27681 0.20529 3.62886 0.06
H -5.67301 1.26983 3.58066 0.08
O 3.37242 -0.96373 3.07733 0.01
C 2.76599 -0.91107 2.01045 -0.60
N 1.47145 -1.25757 1.90527 0.18
C 3.36860 -0.21642 0.82419 -0.02
H 1.00147 -0.84625 1.11727 0.05
H 1.04885 -1.65284 2.72602 0.12
H 3.97134 -0.91885 0.23303 0.08
H 4.03488 0.59895 1.07971 0.07
H 2.64354 0.11535 0.07381 0.05
O -4.33502 -3.15424 0.94975 0.00
C -3.87251 -2.03016 0.77591 -0.58
N -2.52975 -1.84578 0.69966 0.18
C -4.78544 -0.81293 0.71216 0.00
H -1.99509 -2.69089 0.61155 0.10
H -2.04804 -0.96173 0.75062 0.05
H -5.41748 -0.90415 -0.16490 0.08
H -4.20964 0.11287 0.73421 0.06
H -5.36406 -0.83896 1.63470 0.07
O 1.16348 4.48061 -3.77372 0.01
C 1.24329 3.54857 -2.98270 -0.59
N 0.83650 2.31231 -3.30747 0.17
C 1.81192 3.79194 -1.58261 0.00
H 0.80039 1.51987 -2.68670 0.08
H 0.65953 2.08515 -4.27054 0.11
H 2.49752 4.63078 -1.66491 0.08
H 2.28007 2.95189 -1.07180 0.07
H 0.96343 4.09738 -0.96652 0.07
O 2.50023 1.30707 4.39379 0.03
C 2.41385 2.21692 3.58744 -0.60
N 3.51063 2.69781 2.95289 0.16
C 1.09800 2.77354 3.17654 -0.01
H 4.41281 2.36538 3.23675 0.11
H 3.37474 3.34759 2.20211 0.09
H 0.87134 3.73641 3.65749 0.09
H 0.26838 2.11535 3.39881 0.08
H 1.13456 3.14029 2.14611 0.06
C 2.56303 -1.17691 -3.48217 -0.08
C 1.44855 -2.05809 -4.07481 -0.25
N 0.62739 -2.82588 -3.17852 -0.19
C 1.37036 -3.73697 -2.30322 -0.25
C 1.79884 -5.04450 -2.99577 -0.08
C -0.33357 -2.07396 -2.37814 -0.26
C -1.32887 -1.27072 -3.23974 -0.07
H 2.25789 -0.16852 -3.19306 0.05
H 3.32806 -0.96278 -4.24252 0.07
H 3.18554 -1.65921 -2.72925 0.05
H 0.93617 -1.47922 -4.84244 0.11
H 1.99689 -2.77649 -4.69994 0.10
H 0.91770 -3.94673 -1.33835 0.11
H 2.28779 -3.21452 -1.99107 0.09
H 2.77140 -5.39511 -2.65254 0.06
H 1.75707 -5.03156 -4.08207 0.06
H 1.06436 -5.79079 -2.67653 0.06
H -0.96480 -2.78698 -1.84374 0.10
H 0.13035 -1.42394 -1.62052 0.11
H -1.94602 -0.67526 -2.56891 0.06
H -0.77556 -0.52561 -3.82202 0.05
H -1.81833 -1.95349 -3.92866 0.08

---

(2)
71
Properties=species:S:1:pos:R:3:lowdin_spin:R:1 method="wB97M-V/def2-TZVPD" e_above_lowest_kcal_mol=0.0 fmax_ha_per_bohr=0.00592 s2=2.008 spin_multiplicity=3 total_energy_ev=-68198.8171 charge=0 orbital_gap_ev="6.24 / 7.91" e_lumo_ev="0.6 / 0.6"
Pd 0.12209 0.38612 -1.42046 0.69
C -1.14181 0.92619 4.30570 0.00
N -1.62153 -0.24068 3.58012 0.00
C -2.52095 -1.09611 4.32741 0.00
P -0.80920 -0.61904 2.19970 0.00
O -0.80596 0.42567 1.15822 0.02
O -1.62994 -1.95617 1.75648 0.00
P -1.82819 -2.31331 0.17116 0.00
O -0.56736 -2.20053 -0.58226 0.01
N -2.40724 -3.85362 0.22425 0.00
C -1.44054 -4.89295 0.56053 0.00
C -3.75385 -4.12451 0.69583 0.00
N -3.04197 -1.32802 -0.30999 0.00
C -2.82710 -0.56795 -1.53442 0.01
C -3.92818 -0.66417 0.63597 0.00
N 0.70407 -1.08419 2.62870 0.00
C 1.77618 -1.08351 1.63473 0.02
C 0.85762 -2.10156 3.65617 0.00
H -1.99228 1.48951 4.69599 0.00
H -0.58101 1.57785 3.63793 0.00
H -0.49696 0.64172 5.14520 0.00
H -3.41474 -0.53457 4.61254 0.00
H -2.05351 -1.46915 5.24707 0.00
H -2.82473 -1.94767 3.72622 0.00
H -0.46886 -4.63980 0.14288 0.00
H -1.76755 -5.83950 0.12701 0.00
H -1.34442 -5.02177 1.64582 0.00
H -4.44340 -3.37932 0.30541 0.00
H -3.81650 -4.13487 1.79226 0.00
H -4.06684 -5.10339 0.32934 0.00
H -2.23438 -1.14876 -2.23838 0.00
H -2.30600 0.37574 -1.32539 0.00
H -3.78675 -0.33432 -1.99783 0.00
H -4.07575 -1.27322 1.52649 0.00
H -4.90042 -0.50891 0.16415 0.00
H -3.52221 0.30553 0.94231 0.00
H 1.61034 -0.29911 0.89835 0.02
H 1.83441 -2.04090 1.10705 0.00
H 2.72471 -0.89492 2.14266 0.00
H 0.08512 -1.99993 4.41753 0.00
H 1.82875 -1.98059 4.13928 0.00
H 0.80645 -3.11427 3.23925 0.00
C 1.52956 5.91950 -2.28183 0.00
C 1.15263 4.75468 -3.11403 0.00
N 1.42748 4.59090 -4.37303 0.00
N 0.87454 3.38506 -4.66817 0.01
C 0.27230 2.78677 -3.62563 0.02
S -0.51654 1.29944 -3.62418 0.07
N 0.45376 3.68459 -2.62642 0.01
N -0.12048 3.62025 -1.35016 0.01
H 2.01957 6.65515 -2.91382 0.00
H 2.21867 5.62285 -1.48859 0.00
H 0.64753 6.36540 -1.82082 0.00
H 0.96201 2.98707 -5.58582 0.00
H -0.16832 2.61434 -1.12965 0.00
H 0.57826 3.98725 -0.70980 0.00
C 4.34572 0.20279 -0.85595 0.03
C 3.24543 0.65414 -1.82776 0.11
C 3.76786 1.86389 -2.62379 0.05
C 2.95303 -0.48711 -2.80630 0.01
C 2.00781 1.05570 -1.06278 0.79
H 5.26287 -0.05698 -1.39419 0.01
H 4.02510 -0.67535 -0.29088 0.00
H 4.58168 0.99644 -0.14262 0.00
H 4.69227 1.61628 -3.15649 0.01
H 3.97478 2.70707 -1.95903 0.00
H 3.02819 2.18191 -3.36010 0.00
H 3.86106 -0.78752 -3.33829 0.00
H 2.20515 -0.17977 -3.53952 0.00
H 2.55828 -1.35494 -2.27284 0.00
H 2.23020 1.65321 -0.16846 0.06